Entry 1:
{
  "formula": "C9H21DyI2O2P2",
  "method": "ωB97M-V/def2-TZVPD",
  "e_above_lowest_ev": 0.000,
  "s_squared": 9.3809,
  "charge": 2,
  "max_force_ha_per_bohr": 0.089,
  "spin_multiplicity": 6,
  "energy_ha": -2668.515486,
  "gap_ev": [6.420, 6.345],
  "homo_ev": [-14.252, -14.252],
  "symbols": ["I", "I", "Dy", "P", "C", "C", "H", "H", "H", "H", "H", "H", "C", "H", "H", "H", "P", "C", "C", "H", "H", "H", "C", "H", "H", "H", "H", "H", "H", "C", "O", "C", "C", "O", "H", "H", "H"],
  "coordinates": [[-4.697166, -1.674930, -3.025876], [-5.372846, -2.833152, -0.484430], [0.161871, 0.551600, -1.515866], [0.977373, -1.860092, -0.683552], [0.088128, -3.291509, -1.347920], [2.348754, -1.713905, -1.898726], [2.854086, -2.697372, -1.890429], [2.409862, -3.437092, 0.406941], [3.037623, -0.907216, -1.587171], [2.370419, -1.891802, 1.277829], [-0.413931, -3.006886, -2.277196], [1.957291, -1.501384, -2.916548], [1.767600, -2.616001, 0.736971], [0.798387, -4.106792, -1.531049], [1.003657, -2.998411, 1.421576], [-0.667777, -3.588918, -0.617848], [-1.083212, 1.873198, 0.453755], [-2.875481, 2.077397, 0.289781], [-0.890414, 2.206104, 2.204689], [0.613091, 3.483049, -0.253330], [-0.977348, 4.242208, 0.220405], [-0.786515, 3.463575, -1.405885], [-0.487708, 3.422063, -0.336553], [0.152142, 2.133978, 2.501754], [-1.255275, 3.211975, 2.430155], [-3.162919, 3.069175, 0.658500], [-3.360479, 1.289679, 0.870012], [-1.458490, 1.470206, 2.782949], [-3.158328, 1.964408, -0.760669], [-1.507105, -0.719155, -0.366202], [-2.435497, -1.325527, -0.060369], [2.439761, 0.876437, 1.542145], [1.669419, 0.827382, 0.310289], [2.020570, 1.354507, -0.781629], [2.682202, -0.140141, 1.847303], [1.845706, 1.368538, 2.310451], [3.392548, 1.424808, 1.475743]],
  "forces_ev_per_angstrom": [[-0.345, -0.692, 1.623], [0.279, 0.664, -1.653], [0.741, 0.108, 0.997], [0.743, -1.369, -1.333], [-0.158, 0.122, -0.120], [0.214, -0.031, 0.150], [0.053, 0.590, -0.320], [-0.147, 0.059, -0.037], [-0.095, -0.508, -0.299], [0.064, -0.203, 0.027], [-0.013, -0.252, 0.002], [0.290, -0.216, 0.413], [0.028, 0.298, 0.782], [-0.293, 0.077, 0.019], [0.131, 0.005, -0.082], [0.007, -0.187, -0.147], [-0.977, 1.757, -0.382], [-0.019, -0.127, -0.198], [0.438, -0.444, 0.555], [-0.528, 0.274, -0.060], [0.419, -0.070, -0.523], [0.093, 0.143, 0.523], [0.131, 0.123, 0.195], [-0.117, 0.127, 0.127], [-0.044, -0.127, -0.092], [-0.101, -0.266, -0.085], [-0.182, 0.145, -0.040], [0.060, 0.138, -0.043], [-0.207, 0.096, 0.103], [-3.844, -2.351, 0.725], [2.966, 1.759, -0.382], [1.408, 0.742, 0.134], [-1.332, -0.353, -1.273], [0.878, 0.338, 0.477], [-0.272, 0.071, 0.291], [-0.025, -0.376, 0.155], [-0.243, -0.064, -0.228]],
  "mulliken_spin": [0.000, 0.000, 5.054, -0.014, -0.001, 0.015, -0.004, 0.000, 0.001, 0.000, -0.002, 0.004, 0.003, 0.000, 0.000, 0.000, -0.015, -0.001, 0.003, 0.001, -0.004, 0.005, 0.015, 0.000, 0.000, 0.000, 0.000, 0.000, -0.002, -0.027, 0.002, -0.025, -0.045, 0.030, 0.003, 0.003, -0.001]
}

Entry 2:
{
  "formula": "C5H15NO2",
  "method": "ωB97M-V/def2-TZVPD",
  "e_above_lowest_ev": 6.057,
  "max_force_ha_per_bohr": 0.076,
  "energy_ha": -404.532475,
  "gap_ev": 7.177,
  "homo_ev": -9.063,
  "symbols": ["C", "O", "C", "C", "C", "C", "N", "H", "H", "H", "H", "H", "H", "H", "H", "H", "H", "H", "H", "H", "H", "H", "O"],
  "coordinates": [[-1.173626, -1.536293, 0.122248], [-2.372644, -0.955825, 0.675415], [-0.631016, -0.858310, -1.147253], [0.255973, 0.470540, -0.931492], [0.726654, 0.682530, 0.523050], [1.929234, -0.170204, 0.904698], [3.038928, 0.147052, -0.031979], [-0.383560, -1.551390, 0.897184], [-1.364087, -2.633853, 0.017661], [-2.317954, 0.060964, 0.761235], [-0.106771, -1.591228, -1.771245], [-1.484287, -0.581237, -1.754045], [0.980190, 0.676907, -1.744667], [-0.632783, 1.138938, -0.932821], [1.056444, 1.748617, 0.586819], [-0.188724, 0.598352, 1.059375], [2.316296, -0.105502, 1.940734], [1.734739, -1.196701, 0.738538], [2.745108, -0.065344, -0.988230], [3.349223, 1.130332, -0.098118], [-2.803084, 0.638468, -0.610874], [-2.552701, 2.267874, 1.209486], [-2.121558, 1.685308, 0.574279]],
  "forces_ev_per_angstrom": [[0.447, -0.599, 0.754], [0.065, 1.191, -1.144], [1.260, -0.201, 0.160], [-2.600, -0.453, 0.596], [1.110, 0.820, -1.029], [0.983, 1.382, -0.535], [0.534, 0.017, -0.479], [-0.334, 0.320, -0.192], [-0.285, 0.983, -0.489], [0.673, -1.318, 0.604], [0.086, -0.090, 0.309], [-0.442, 0.113, -0.294], [-0.638, -0.170, 0.508], [1.375, 0.670, -0.683], [-0.360, -0.620, 0.119], [-0.213, -0.159, 1.150], [-0.464, 0.369, -0.471], [-0.297, -1.226, -0.108], [0.165, -0.132, 0.493], [-0.576, -0.649, 0.660], [0.898, 2.196, 3.135], [-1.184, -0.154, -0.450], [-0.204, -2.289, -2.617]],
  "lowdin_charge": [-0.256, -0.119, -0.167, -0.181, -0.231, -0.266, -0.029, 0.100, 0.126, -0.001, 0.102, 0.081, 0.105, 0.064, 0.124, 0.062, 0.115, 0.080, 0.046, 0.073, 0.405, 0.010, -0.243]
}

Entry 3:
{
  "formula": "C6H15BrO2Si",
  "method": "ωB97M-V/def2-TZVPD",
  "e_above_lowest_ev": 6.207,
  "max_force_ha_per_bohr": 0.111,
  "energy_ha": -3251.483155,
  "gap_ev": [6.510, 7.535],
  "homo_ev": [-6.207, -7.160],
  "symbols": ["C", "C", "C", "C", "C", "C", "O", "O", "Si", "Br", "H", "H", "H", "H", "H", "H", "H", "H", "H", "H", "H", "H", "H", "H", "H"],
  "coordinates": [[-0.733864, 0.259575, -2.594036], [2.615663, -1.281050, 0.890370], [-0.480827, 2.890274, 0.906786], [-0.066198, -0.605084, 2.555209], [-1.070695, -1.213892, -2.237086], [-1.615644, -1.195637, -0.871697], [2.128610, 0.075568, 0.735521], [0.487635, 1.916811, 0.767638], [0.619555, 0.359265, 1.081026], [-3.278947, -0.316641, -0.623304], [0.228064, 0.384489, -3.080744], [-1.366014, 0.827067, -3.289186], [-0.625785, 0.889786, -1.694496], [3.741137, -1.413891, 0.964820], [2.396174, -1.836409, -0.098227], [2.217757, -1.758996, 1.673571], [-1.239205, 2.348728, 1.415401], [-0.781204, 3.268674, 0.034111], [-0.068450, 3.764145, 1.447747], [0.144296, -1.693746, 2.519223], [0.299082, -0.202608, 3.606664], [-1.206074, -0.698475, 2.681736], [-0.228173, -1.837797, -2.444405], [-1.670352, -1.569297, -3.069422], [-1.605503, -2.200008, -0.259046]],
  "forces_ev_per_angstrom": [[0.854, 1.136, -0.326], [2.476, 0.646, -5.126], [1.069, -0.444, 3.616], [-1.068, 0.248, 2.657], [-0.132, 2.140, -1.376], [1.140, -2.759, 2.718], [2.732, -1.600, 0.321], [1.769, -0.171, -0.280], [-3.400, -1.297, -0.872], [-0.129, 0.117, -0.050], [0.486, -0.456, -0.111], [-0.573, -0.601, 0.289], [-0.267, -0.428, -0.190], [-1.221, 1.120, 0.089], [-0.022, 0.667, 1.610], [-1.724, -1.715, 2.911], [-1.566, 0.734, 0.656], [-1.326, 1.005, -3.744], [-0.284, -0.615, 0.271], [0.557, 0.673, -0.245], [-0.478, -0.781, -1.979], [1.493, 0.880, -0.639], [1.040, -0.378, 0.987], [-1.247, -0.155, 0.163], [-0.181, 2.033, -1.351]],
  "lowdin_charge": [-0.159, -0.111, -0.110, -0.191, -0.405, -0.699, -0.204, -0.213, 0.518, 0.585, 0.058, 0.066, 0.029, 0.108, 0.116, 0.005, 0.080, 0.045, 0.108, 0.024, 0.071, 0.054, 0.085, 0.092, 0.050]
}

Number 2 is which compound? C5H15NO2

Which formula does entry 2 have? C5H15NO2

Number 3 is which compound? C6H15BrO2Si